# 1
{
  "formula": "C8H28O6",
  "method": "ωB97M-V/def2-TZVPD",
  "smiles": "CC(C)O.CO.CO.CO.CO.CO",
  "e_tot_ev": -21031.8735,
  "e_homo_ev": -9.87,
  "multiplicity": 1,
  "e_above_lowest_kcal_mol": 54.7,
  "charge": 0,
  "gap_ev": 10.19,
  "mol_weight_g_mol": 220.31,
  "species": ["O", "O", "O", "O", "O", "O", "C", "C", "C", "C", "C", "C", "C", "C", "H", "H", "H", "H", "H", "H", "H", "H", "H", "H", "H", "H", "H", "H", "H", "H", "H", "H", "H", "H", "H", "H", "H", "H", "H", "H", "H", "H"],
  "coordinates": [[-1.20, -1.53, -4.46], [2.68, 1.03, 3.24], [-5.50, 1.78, -0.65], [0.69, 0.97, 1.20], [0.86, -3.29, -0.52], [-1.03, -1.09, 0.59], [-1.24, -1.87, 1.71], [2.26, 1.17, -0.62], [2.24, 1.77, 4.34], [1.10, 1.77, 0.11], [2.17, -2.89, -0.16], [-0.36, -1.70, -3.32], [-4.55, 1.55, -1.58], [-0.21, 1.92, -0.71], [2.97, -3.46, -0.63], [2.95, 0.87, 0.17], [-0.47, -0.32, 0.77], [-0.96, -2.08, -2.50], [-0.39, -1.86, 2.39], [0.27, -0.87, -3.00], [2.67, 2.78, 4.38], [1.48, 2.76, 0.38], [0.37, -2.53, -0.21], [-0.95, -2.15, -5.15], [-1.60, -2.89, 1.57], [-5.70, 0.95, -0.20], [1.42, 1.07, 1.82], [-4.37, 2.57, -1.92], [2.75, 1.80, -1.36], [3.64, 1.03, 3.21], [-5.01, 0.96, -2.37], [2.42, 1.21, 5.26], [1.18, 2.00, 4.30], [-0.41, 1.11, -1.41], [2.33, -2.75, 0.90], [0.27, -2.59, -3.39], [-1.07, 1.97, -0.04], [-2.10, -1.50, 2.27], [2.29, -1.94, -0.68], [-3.56, 1.22, -1.27], [-0.23, 2.78, -1.37], [1.90, 0.25, -1.07]],
  "lowdin_charge": [-0.112, -0.121, -0.105, -0.065, -0.117, -0.127, -0.181, -0.046, -0.152, -0.477, -0.163, -0.171, -0.211, -0.037, 0.079, 0.079, 0.026, 0.070, 0.085, 0.065, 0.083, 0.134, 0.024, 0.071, 0.084, 0.081, 0.048, 0.082, 0.091, 0.097, 0.084, 0.083, 0.086, 0.065, 0.081, 0.074, 0.079, 0.071, 0.055, 0.072, 0.077, 0.060]
}

# 2
{
  "formula": "C8H28O6",
  "method": "ωB97M-V/def2-TZVPD",
  "smiles": "CC(C)O.CC(C)O.CO.CO.O.O",
  "e_tot_ev": -21034.1354,
  "e_homo_ev": -9.97,
  "multiplicity": 1,
  "e_above_lowest_kcal_mol": 2.5,
  "charge": 0,
  "gap_ev": 9.98,
  "mol_weight_g_mol": 220.31,
  "species": ["O", "O", "O", "O", "O", "O", "C", "C", "C", "C", "C", "C", "C", "C", "H", "H", "H", "H", "H", "H", "H", "H", "H", "H", "H", "H", "H", "H", "H", "H", "H", "H", "H", "H", "H", "H", "H", "H", "H", "H", "H", "H"],
  "coordinates": [[-9.27, -16.00, 7.46], [-9.10, -13.65, 10.66], [-7.30, -15.64, 9.57], [-1.85, -19.43, 9.34], [-4.88, -18.78, 13.07], [-4.76, -13.07, 12.38], [-4.26, -19.06, 9.52], [-4.17, -12.28, 10.25], [-5.53, -10.82, 11.81], [-5.25, -12.25, 11.30], [-5.22, -17.92, 14.15], [-2.95, -18.70, 8.81], [-6.26, -15.88, 10.50], [-2.68, -17.20, 8.90], [-3.02, -18.98, 7.76], [-4.02, -13.28, 9.84], [-3.46, -16.64, 8.37], [-4.30, -18.58, 10.50], [-3.23, -11.92, 10.68], [-8.46, -15.94, 7.99], [-5.68, -19.05, 12.60], [-9.34, -12.96, 11.30], [-5.37, -13.01, 13.11], [-6.10, -10.86, 12.74], [-5.10, -18.79, 8.88], [-7.77, -14.85, 9.85], [-4.29, -17.68, 14.65], [-2.64, -16.90, 9.94], [-6.00, -14.96, 11.05], [-5.91, -18.41, 14.85], [-4.59, -10.32, 12.01], [-4.41, -11.60, 9.42], [-5.70, -17.00, 13.80], [-6.17, -12.70, 10.92], [-4.29, -20.14, 9.68], [-9.99, -15.93, 8.10], [-6.10, -10.26, 11.07], [-5.37, -16.22, 9.99], [-9.93, -13.96, 10.30], [-6.57, -16.61, 11.25], [-2.00, -19.57, 10.28], [-1.74, -16.95, 8.42]],
  "lowdin_charge": [-0.063, -0.036, -0.135, -0.053, -0.135, -0.068, -0.064, -0.054, -0.053, -0.495, -0.157, -0.491, -0.116, -0.069, 0.134, 0.074, 0.075, 0.057, 0.086, -0.005, 0.069, 0.053, 0.080, 0.073, 0.084, 0.027, 0.079, 0.080, 0.063, 0.076, 0.082, 0.086, 0.067, 0.114, 0.084, 0.019, 0.079, 0.062, 0.054, 0.075, 0.083, 0.077]
}